[1]
This record from the Open Molecules 2025 dataset describes 7 unconnected molecules or ions with the total composition C21H57N8O11 in a non-equilibrium geometry. The level of theory is ωB97M-V/def2-TZVPD.

Last column: Mulliken charge in e.
CARTESIAN COORDINATES (ANGSTROEM)
N: -1.116 0.290 1.820  1.6878
H: -1.483 -0.415 2.529  0.3221
H: -1.776 1.077 1.847  -0.0506
H: -1.042 -0.201 0.915  0.3840
H: -0.205 0.474 2.242  -0.3668
C: -3.543 -1.715 2.839  0.4243
O: -4.012 -0.962 1.872  -0.8870
O: -4.106 -2.819 3.098  -0.8363
O: -2.458 -1.354 3.478  -0.8680
C: 2.402 -0.991 -0.598  -1.1224
O: 2.129 -1.266 -1.954  0.0338
C: 3.194 -0.937 -2.799  -0.8580
C: 2.902 -1.439 -4.187  -0.5350
N: 2.825 -2.875 -4.231  -0.4303
C: 2.340 -3.361 -5.510  -0.5050
C: 2.001 -4.832 -5.453  -0.8370
O: 0.693 -4.995 -4.966  -0.1565
C: 0.236 -6.329 -5.029  -0.8556
H: 3.148 -1.644 -0.135  0.3811
H: 1.473 -1.043 -0.034  0.2313
H: 2.743 0.050 -0.504  0.4211
H: 4.116 -1.398 -2.409  0.5281
H: 3.450 0.134 -2.845  0.3518
H: 3.617 -0.991 -4.890  0.4521
H: 1.997 -0.913 -4.559  0.2531
H: 2.207 -3.180 -3.486  0.3026
H: 3.148 -3.296 -6.250  0.3323
H: 1.506 -2.784 -5.932  0.3123
H: 2.726 -5.370 -4.828  0.3744
H: 2.100 -5.237 -6.472  0.4858
H: 0.766 -6.947 -4.298  0.3150
H: 0.387 -6.718 -6.044  0.3406
H: -0.832 -6.329 -4.824  0.2311
C: 0.963 2.339 -4.262  -0.5548
O: 0.008 2.316 -3.228  -0.4170
C: -0.465 1.013 -2.954  0.3532
C: -0.986 0.964 -1.523  -0.3730
N: -0.954 -0.369 -0.922  -0.1029
C: -2.244 -1.094 -0.958  -0.6059
C: -2.693 -1.456 -2.376  -0.9836
O: -1.625 -2.138 -2.973  -0.0859
C: -1.912 -2.645 -4.253  -0.5956
H: 0.514 2.079 -5.232  0.3080
H: 1.751 1.604 -4.058  0.0818
H: 1.375 3.344 -4.331  0.2835
H: 0.259 0.191 -3.070  -0.3688
H: -1.213 0.770 -3.726  0.2867
H: -2.003 1.358 -1.467  0.3412
H: -0.353 1.633 -0.930  -0.2239
H: -0.359 -0.972 -1.487  -0.1322
H: -3.000 -0.562 -0.379  0.3084
H: -2.068 -2.087 -0.538  0.3574
H: -3.027 -0.572 -2.939  0.3340
H: -3.574 -2.103 -2.273  0.5813
H: -2.789 -3.301 -4.191  0.3232
H: -1.053 -3.209 -4.615  0.0078
H: -2.097 -1.848 -4.985  0.2881
C: 1.967 6.334 3.964  -0.8467
O: 1.391 5.074 3.732  -0.2439
C: 1.092 4.787 2.412  -0.9703
C: 0.257 3.509 2.287  -0.0218
N: 0.736 2.370 3.045  0.0544
C: 2.018 1.875 2.543  -1.1677
C: 2.422 0.586 3.201  -0.5920
O: 1.466 -0.402 2.872  0.0098
C: 1.537 -1.601 3.625  -1.0873
H: 1.240 7.112 3.692  0.3253
H: 2.906 6.510 3.430  0.3044
H: 2.122 6.400 5.039  0.2482
H: 2.012 4.744 1.800  0.3735
H: 0.498 5.528 1.843  0.4671
H: 0.122 3.257 1.233  -0.0315
H: -0.746 3.806 2.609  0.0102
H: 0.918 2.651 4.006  0.4951
H: 2.796 2.654 2.628  0.4256
H: 1.988 1.781 1.450  0.3230
H: 2.573 0.616 4.285  0.4321
H: 3.393 0.279 2.773  0.3900
H: 1.719 -1.407 4.685  0.3558
H: 2.364 -2.201 3.220  0.2686
H: 0.591 -2.121 3.493  0.2831
C: -0.548 0.282 5.785  0.4905
O: 0.319 0.910 6.405  -0.7476
N: -0.936 -1.003 6.067  -0.3785
N: -1.278 0.833 4.787  -0.1708
H: -1.616 -1.380 5.402  0.2794
H: -0.399 -1.575 6.685  0.2255
H: -1.093 1.755 4.447  0.0709
H: -2.013 0.285 4.350  0.2962
C: -3.848 2.517 2.382  0.4442
O: -2.925 2.403 1.563  -0.7102
N: -4.287 3.776 2.739  -0.4560
N: -4.505 1.468 2.907  -0.2390
H: -3.821 4.584 2.378  0.2383
H: -5.122 3.888 3.282  0.1429
H: -4.360 0.537 2.430  0.2574
H: -4.938 1.642 3.795  0.1848

Calculated values
- Total charge: -1
- Max |F|: 2.3 eV/Å
- Molecular weight: 597.7 g/mol
- Frontier orbital gap: 0.1912 Ha
- E_HOMO: -2.99 eV
- Total energy: -2100.0559 a.u.

---

[2]
This record from the Open Molecules 2025 dataset describes 7 unconnected molecules or ions with the total composition C21H57O26P5 in a non-equilibrium geometry. The level of theory is ωB97M-V/def2-TZVPD.

Last column: Mulliken charge in e.
CARTESIAN COORDINATES (ANGSTROEM)
C: 1.726 -12.697 11.743  -0.6804
O: 3.071 -12.725 11.257  -0.3382
P: 4.010 -11.472 11.533  1.0539
O: 3.450 -10.479 12.452  -0.6920
O: 5.375 -12.105 12.001  -0.2907
C: 6.393 -11.263 12.508  -0.5869
O: 4.343 -10.942 10.067  -0.2329
C: 3.536 -9.912 9.523  -0.6879
H: 1.495 -11.742 12.210  0.3385
H: 1.472 -13.532 12.391  0.2580
H: 1.090 -12.788 10.857  0.2498
H: 7.368 -11.250 11.988  0.0019
H: 6.767 -11.684 13.450  0.3389
H: 6.127 -10.209 12.579  0.4318
H: 3.390 -10.072 8.452  0.2683
H: 4.026 -8.932 9.539  0.2631
H: 2.571 -9.793 10.014  0.3098
C: 11.812 -15.954 15.436  -0.7143
O: 11.997 -15.114 14.307  -0.3104
P: 11.143 -13.809 14.038  1.1265
O: 10.051 -13.568 14.987  -0.7445
O: 10.681 -14.040 12.551  -0.2793
C: 9.488 -13.428 12.063  -0.2903
O: 12.244 -12.669 13.954  -0.1620
C: 13.032 -12.395 15.121  -0.6767
H: 12.514 -15.718 16.237  0.2608
H: 12.012 -16.979 15.136  0.2480
H: 10.790 -15.854 15.798  0.3476
H: 8.714 -14.170 11.867  0.3422
H: 9.716 -12.905 11.137  0.0366
H: 9.055 -12.689 12.740  0.0836
H: 12.607 -11.522 15.615  0.2736
H: 14.064 -12.231 14.820  0.2505
H: 13.043 -13.228 15.829  0.2253
C: 7.150 -0.939 11.090  -0.5978
O: 8.539 -0.602 11.237  -0.3617
P: 9.598 -1.487 12.003  0.9590
O: 9.857 -1.048 13.374  -0.6767
O: 10.897 -1.404 11.088  -0.2155
C: 11.631 -0.178 11.062  -0.5410
O: 9.079 -2.977 11.920  -0.3745
C: 9.805 -4.133 11.495  -0.3290
H: 6.896 -1.101 10.044  0.2461
H: 6.558 -0.119 11.484  0.2488
H: 6.976 -1.861 11.640  0.2984
H: 12.439 -0.308 10.345  0.0781
H: 12.004 0.043 12.060  0.3367
H: 11.026 0.646 10.680  0.2672
H: 10.843 -3.874 11.295  0.1650
H: 9.359 -4.473 10.560  0.3098
H: 9.736 -4.958 12.199  0.1416
C: 12.536 -13.497 8.772  -0.7073
O: 11.286 -12.819 8.675  -0.2226
P: 11.188 -11.311 8.183  0.9179
O: 11.413 -11.147 6.751  -0.7201
O: 9.770 -10.846 8.713  -0.1953
C: 8.559 -11.187 8.012  -0.7556
O: 12.190 -10.519 9.126  -0.4111
C: 11.904 -10.302 10.518  -0.2149
H: 12.398 -14.487 9.186  0.2401
H: 13.187 -12.896 9.418  0.2810
H: 13.076 -13.513 7.822  0.3160
H: 8.202 -10.269 7.551  0.2546
H: 7.873 -11.614 8.737  0.2334
H: 8.746 -11.891 7.202  0.3730
H: 10.832 -10.318 10.721  0.1609
H: 12.195 -9.296 10.805  0.1815
H: 12.373 -11.097 11.098  0.2593
C: 17.665 -4.926 9.257  -0.6651
O: 17.509 -4.449 10.582  -0.3659
P: 16.060 -3.980 11.122  1.1302
O: 14.917 -4.780 10.682  -0.5629
O: 16.376 -3.875 12.652  -0.2504
C: 16.505 -5.059 13.437  -0.6040
O: 16.024 -2.459 10.684  -0.3341
C: 15.733 -2.077 9.335  -0.5177
H: 17.993 -5.965 9.170  0.2772
H: 18.473 -4.361 8.776  0.2780
H: 16.779 -4.821 8.631  0.2802
H: 15.885 -4.901 14.324  0.1263
H: 17.518 -5.242 13.786  0.2840
H: 16.090 -5.949 12.961  0.3389
H: 14.852 -1.447 9.252  0.1251
H: 15.565 -2.992 8.769  0.2810
H: 16.592 -1.547 8.932  0.2532
C: 13.092 -3.157 18.153  -0.6718
O: 12.964 -2.284 17.032  -0.3488
C: 13.493 -2.756 15.909  0.8689
O: 14.178 -3.739 15.797  -0.5984
O: 13.098 -1.954 14.935  -0.2849
C: 13.442 -2.342 13.622  0.1536
H: 12.364 -3.965 18.079  0.2855
H: 12.844 -2.563 19.030  0.2369
H: 14.100 -3.548 18.266  0.2944
H: 12.575 -2.270 12.970  -0.0183
H: 13.918 -3.324 13.644  -0.2297
H: 14.231 -1.727 13.175  0.3069
C: 12.611 -6.095 13.042  0.0915
O: 11.840 -6.909 13.893  -0.4140
C: 10.978 -7.716 13.305  0.8675
O: 10.660 -7.695 12.149  -0.5235
O: 10.599 -8.609 14.208  -0.4087
C: 9.597 -9.535 13.808  -0.5073
H: 12.848 -6.486 12.048  0.2979
H: 13.592 -5.901 13.468  0.0768
H: 12.137 -5.139 12.821  -0.2696
H: 8.909 -9.198 13.037  0.3693
H: 9.028 -9.853 14.677  0.3404
H: 10.154 -10.399 13.437  0.0440

Calculated values
- Max |F|: 2.0 eV/Å
- Molecular weight: 880.5 g/mol
- SMILES: COP(=O)(OC)OC.COP(=O)(OC)OC.COP(=O)(OC)OC.COP(=O)(OC)OC.COP(=O)(OC)OC.COC(=O)OC.COC(=O)OC
- Frontier orbital gap: 0.3909 Ha
- E_HOMO: -10.12 eV
- Total energy: -4497.7939 a.u.

---

Question: Among the records above, which one has the highest E_HOMO?
Answer: C21H57N8O11

---

Question: Look up the frontier orbital gap of the second one.
Answer: 0.3909 Ha